Here is C6H11N in the gas phase in a non-equilibrium geometry from OMol25. Energies are from ωB97M-V with the def2-TZVPD basis set.

Computed properties:
Energy above the lowest of the compared OMol25 structures with the same formula, charge and spin in kcal per mole: 90.2
HOMO in eV: -8.1
Spin multiplicity: 1
SMILES: C=C/C=C/CCN
Frontier orbital gap in eV: 8.641

Each atom is followed by the atoms it is bonded to, with distances in Å.
Geometry (Å):
1 C -1.8116 -3.1756 -0.3773  C2 1.390, H8 1.069, H9 1.064
2 C -1.4808 -1.8737 -0.7334  C1 1.390, C3 1.413, H10 1.117
3 C -0.9299 -0.8817 0.1082  C2 1.413, C4 1.350, H11 1.189
4 C -0.1815 0.1608 -0.3095  C3 1.350, C5 1.521, H12 1.089
5 C -0.0363 1.4477 0.4871  C4 1.521, C6 1.559, H13 1.234, H14 1.076
6 C 1.3855 2.0875 0.5107  C5 1.559, N7 1.427, H15 1.123, H16 1.107
7 N 2.0639 1.2572 -0.4316  C6 1.427, H17 0.983, H18 1.050
8 H -1.6007 -3.5588 0.5979  C1 1.069
9 H -2.5429 -3.6967 -0.9477  C1 1.064
10 H -1.4418 -1.8767 -1.8494  C2 1.117
11 H -0.8349 -1.2704 1.2282  C3 1.189
12 H 0.2583 0.4276 -1.2694  C4 1.089
13 H -0.3813 1.4785 1.6718  C5 1.234
14 H -0.6860 2.2307 0.1355  C5 1.076
15 H 1.4771 3.1462 0.1464  C6 1.123
16 H 1.6424 2.3231 1.5617  C6 1.107
17 H 3.0125 1.5134 -0.4291  N7 0.983
18 H 2.0881 0.2610 -0.1002  N7 1.050